C11H12Cl2O in the gas phase at a distorted geometry. Source: OMol25; level of theory: the ωB97M-V functional and the def2-TZVPD basis.

Output
E = -1421.7890 a.u.
Orbital gap (spin up / spin down) = 0.2681 / 0.2944 hartree
Energy above the lowest of the compared OMol25 structures with the same formula, charge and spin = 49.5 kcal per mole
2S+1 = 1

CARTESIAN COORDINATES (ANGSTROEM)
C (1.204, 1.504, 0.815)
C (1.460, 0.256, 0.605)
C (-0.781, 1.540, -0.441)
C (-0.243, 1.358, -1.852)
C (0.852, 0.255, -2.110)
C (-0.826, -1.032, 2.197)
C (-1.731, -0.092, 1.405)
C (0.334, -0.963, -1.366)
C (0.011, -1.774, 1.038)
C (-0.879, 0.309, 0.271)
C (0.313, -0.598, 0.097)
O (-1.379, 2.573, -0.163)
Cl (1.986, 2.763, 1.449)
Cl (3.150, -0.429, 0.731)
H (-0.949, 1.168, -2.646)
H (0.277, 2.343, -2.151)
H (0.844, 0.073, -3.230)
H (1.960, 0.538, -1.736)
H (-0.080, -0.370, 2.676)
H (-1.512, -1.723, 2.698)
H (-2.573, -0.699, 0.998)
H (-2.008, 0.704, 2.068)
H (-0.756, -1.009, -1.634)
H (1.079, -1.750, -1.614)
H (0.981, -2.402, 1.270)
H (-0.733, -2.544, 0.623)